<one>
The following is a quantum chemistry calculation of the molecule C5H9NS, from the Open Molecules 2025 dataset.

The geometry in ORCA input format:
```
! RIJCOSX wB97M-V def2-TZVPD def2/J DEFGRID3
* xyz 0 1
C 0.00 -0.13 1.52
C -0.39 0.12 -0.02
C 0.69 -0.30 -0.97
C -1.75 -0.28 -0.27
C -2.93 -0.42 -0.61
H -1.09 -0.36 2.23
H 0.70 -1.15 1.73
H 0.67 0.62 1.97
H 0.64 2.26 0.06
H 0.70 -1.41 -1.27
H 0.45 0.30 -1.89
H 2.54 -0.02 -1.29
H 2.44 -0.48 0.14
H -3.89 -0.88 -0.65
N 1.95 0.18 -0.52
S -0.73 1.95 -0.17
*
```

## Properties
* frontier orbital gap: 9.76 eV
* E_HOMO: -9.02 eV
* SMILES: C#C[C@](C)(S)CN

So, what does the Löwdin scheme give us? The charges, in e, come out as: C -0.13; C -0.83; C -0.34; C -0.25; C 0.13; H 0.16; H 0.12; H 0.04; H -0.08; H 0.14; H 0.12; H 0.06; H 0.09; H 0.02; N -0.01; S 0.76

---

<two>
The following is a quantum chemistry calculation of the molecule C5H9NS, from the Open Molecules 2025 dataset.

The geometry in ORCA input format:
```
! RIJCOSX wB97M-V def2-TZVPD def2/J DEFGRID3
* xyz 0 1
C 0.87 -0.04 0.65
C 0.62 -0.71 -0.72
C -1.07 -0.92 -0.95
C -1.34 0.28 0.01
C -0.59 0.08 1.22
H 1.88 1.64 -0.36
H 1.35 1.93 1.20
H 1.66 -0.50 1.38
H 1.22 -1.73 -0.93
H 1.01 -0.06 -1.63
H -1.39 -1.83 -0.47
H -1.52 -0.56 -2.03
H -0.69 0.95 -0.58
H -0.91 -0.96 1.51
N 1.14 1.40 0.34
S -2.24 1.03 1.39
*
```

## Properties
* frontier orbital gap: 9.24 eV
* E_HOMO: -8.67 eV
* SMILES: N[C@@H]1CC[C@H]2S[C@H]12

So, what does the Löwdin scheme give us? The charges, in e, come out as: C -0.35; C -0.14; C -0.11; C -0.73; C -0.49; H 0.09; H 0.08; H 0.15; H 0.13; H 0.13; H 0.07; H 0.15; H 0.07; H 0.10; N -0.02; S 0.85

---

Energy relative to the most stable one, in kcal/mol: <one> 0.0; <two> 20.3